C25H19ClFeN5O3 | the ωB97M-V functional and the def2-TZVPD basis

Charge: +2
Relative energy (zero: lowest compared OMol25 entry of this formula, charge and spin) in kcal per mole: 4.8
Frontier orbital gap (alpha / beta) in eV: 7.67 / 6.84
HOMO energy (alpha / beta) in eV: -14.3 / -14.6
Multiplicity: 2

Last column: Löwdin spin population.
Element x y z (Å)
Fe  0.7570  -0.4785  0.6440  0.27
O  -1.2935  6.7508  0.4446  0.00
N  -1.7508  5.6689  0.1767  0.00
O  -2.8497  5.4555  -0.2922  0.00
C  -0.8591  4.4974  0.3817  0.00
C  0.4607  4.7565  0.3701  0.00
C  1.4106  3.6936  0.4950  0.00
C  2.7962  3.9097  0.5755  0.00
C  3.6242  2.8308  0.7539  0.00
C  3.0687  1.5512  0.8011  0.00
N  1.7693  1.3117  0.6789  0.00
C  0.9448  2.3814  0.5655  0.00
C  -0.4612  2.1191  0.6126  0.00
N  -0.8022  0.8157  0.7908  0.00
C  -2.0757  0.5292  1.0093  0.00
C  -3.0680  1.5072  1.0296  0.00
C  -2.7444  2.8185  0.7916  0.01
C  -1.3926  3.1637  0.5671  0.00
H  0.8000  5.7789  0.2656  0.00
H  3.1912  4.9161  0.5198  0.00
H  4.6933  2.9474  0.8573  0.00
H  3.7156  0.6953  0.9496  0.00
H  -2.3269  -0.5088  1.1824  0.00
H  -4.0892  1.2176  1.2309  0.00
H  -3.5072  3.5773  0.7893  0.00
Cl  1.2967  -4.5804  -0.9335  0.03
C  1.4149  -3.0230  -1.6530  0.10
C  0.9519  -2.8377  -2.9333  -0.02
C  1.0907  -1.5998  -3.5604  0.13
C  1.7434  -0.5546  -2.9197  -0.01
C  2.2379  -0.7411  -1.6418  0.08
C  2.0599  -1.9676  -0.9370  0.05
C  2.4813  -2.1323  0.4041  0.30
H  0.4963  -3.6668  -3.4576  0.00
H  0.7247  -1.4756  -4.5706  0.01
H  1.9071  0.3819  -3.4350  0.00
H  2.8598  0.0117  -1.1854  0.00
H  3.2453  -1.4884  0.8217  0.02
H  2.2874  -3.0678  0.9071  0.01
O  1.3579  -0.7106  3.5925  0.00
C  1.1386  -0.6693  2.4929  0.00
N  -3.6205  -4.7257  -0.0347  0.00
C  -2.6327  -3.8382  0.1298  0.00
C  -2.3595  -2.8441  -0.8327  0.00
C  -1.3318  -1.9685  -0.6194  0.00
N  -0.5393  -1.9841  0.4718  0.00
C  -0.8081  -2.9257  1.3971  0.00
C  -1.8147  -3.8441  1.2778  0.00
H  -4.1866  -4.7305  -0.8654  0.00
H  -3.7984  -5.4413  0.6487  0.00
H  -2.9475  -2.7714  -1.7376  0.00
H  -1.1244  -1.1973  -1.3543  0.00
H  -0.1750  -2.9403  2.2752  0.00
H  -1.9665  -4.5733  2.0620  0.00

---

C25H19IrN8SSe | the ωB97M-V functional and the def2-TZVPD basis

Charge: +1
Relative energy (zero: lowest compared OMol25 entry of this formula, charge and spin) in kcal per mole: 0.0
Frontier orbital gap (alpha / beta) in eV: 6.72 / 5.05
HOMO energy (alpha / beta) in eV: -10.9 / -10.9
Multiplicity: 2

Last column: Löwdin spin population.
Element x y z (Å)
Ir  -1.5540  0.2872  0.1571  0.45
C  -2.8059  4.3774  0.8348  0.01
C  -2.4108  3.0780  0.2262  0.04
N  -2.6102  1.9419  0.8007  -0.01
N  -3.3480  1.9103  1.9415  0.02
C  -3.2834  0.7670  2.5605  0.02
N  -4.0724  0.5283  3.6045  0.00
S  -2.1202  -0.4975  2.1546  0.31
C  -1.7653  2.9587  -1.0898  0.00
C  -1.6737  4.0009  -1.9947  0.01
C  -1.0112  3.7977  -3.1964  0.00
C  -0.4601  2.5565  -3.4677  0.01
C  -0.6037  1.5502  -2.5299  0.00
N  -1.2410  1.7510  -1.3755  0.00
H  -2.6853  4.3179  1.9138  0.00
H  -3.8602  4.5905  0.6399  0.00
H  -2.2057  5.1946  0.4416  0.00
H  -4.7900  1.1907  3.8483  0.00
H  -4.0182  -0.3453  4.0985  0.00
H  -2.1202  4.9567  -1.7622  0.00
H  -0.9287  4.6023  -3.9146  0.00
H  0.0785  2.3670  -4.3848  0.00
H  -0.2116  0.5556  -2.6953  0.00
N  7.4155  -4.9217  0.2764  0.00
C  6.4248  -4.3417  0.2455  0.00
C  5.1826  -3.6105  0.2095  0.00
C  4.8774  -2.8161  -0.8918  0.00
C  3.6866  -2.1112  -0.9199  0.00
C  2.7911  -2.2071  0.1401  0.00
C  3.0985  -3.0048  1.2371  0.00
C  4.2939  -3.7016  1.2769  0.00
C  1.4968  -1.4695  0.0921  0.00
C  1.5310  -0.0844  0.3136  0.01
C  2.6700  0.7062  0.5168  0.01
C  2.2426  2.0111  0.7261  0.01
C  0.8558  1.9817  0.6571  0.00
N  0.4120  0.7355  0.4112  0.03
C  0.3524  -2.1857  -0.1502  0.00
C  0.2473  -3.5943  -0.3261  0.00
C  -1.0716  -3.8754  -0.5470  0.00
C  -1.7535  -2.6391  -0.5252  0.00
N  -0.9205  -1.6246  -0.3143  0.00
H  5.5702  -2.7565  -1.7199  0.00
H  3.4415  -1.4960  -1.7765  0.00
H  2.4046  -3.0718  2.0655  0.00
H  4.5422  -4.3178  2.1301  0.00
H  3.6864  0.3479  0.4972  0.00
H  2.8451  2.8827  0.9202  0.00
H  0.1761  2.8095  0.7858  0.00
H  1.0692  -4.2902  -0.2841  0.00
H  -1.5254  -4.8393  -0.7059  0.00
H  -2.8061  -2.4851  -0.6829  0.00
Se  -3.6866  0.0371  -1.2423  0.05
C  -4.6294  -0.9446  -0.0011  0.02
N  -5.2193  -1.5605  0.7750  0.01

---

C25H20AsBiF3IN3O5 | the ωB97M-V functional and the def2-TZVPD basis

Charge: -1
Relative energy (zero: lowest compared OMol25 entry of this formula, charge and spin) in kcal per mole: 0.0
Frontier orbital gap in eV: 8.18
HOMO energy in eV: -6.0
Multiplicity: 1

Last column: Löwdin charge in e.
Element x y z (Å)
Bi  1.1961  0.0122  0.0196  1.59
O  -1.3397  -0.9740  6.1702  0.06
C  -0.8984  -0.6030  4.9347  -0.29
C  0.2793  0.1109  4.7572  0.06
C  0.6558  0.4276  3.4638  -0.20
N  -0.0680  0.0659  2.4145  0.02
C  -1.2202  -0.5747  2.5834  -0.20
C  -1.6796  -0.9379  3.8357  0.06
C  -2.0290  -0.8252  1.3032  -0.66
O  -3.1493  -1.3218  1.4417  0.00
O  -1.4654  -0.4414  0.2350  -0.20
C  1.8796  1.2958  3.1530  -0.65
O  2.4312  1.8398  4.1060  0.02
O  2.1537  1.4099  1.9156  -0.22
H  -0.7114  -0.6580  6.8279  0.10
H  0.8978  0.4445  5.5818  0.12
H  -2.6256  -1.4494  3.9373  0.13
C  1.0013  3.9017  -0.5189  -0.27
As  -0.0928  2.3920  -0.0238  1.05
C  -0.8692  2.9508  1.6483  -0.25
C  -1.5894  2.4128  -1.2381  -0.26
H  0.4167  4.8206  -0.4783  0.03
H  1.3890  3.7384  -1.5210  0.02
H  1.8339  3.9443  0.1812  0.04
H  -1.3649  3.9122  1.5096  0.04
H  -0.0788  3.0420  2.3907  0.03
H  -1.5903  2.2003  1.9619  0.03
H  -2.1881  3.3103  -1.0838  0.03
H  -2.1672  1.5129  -1.0293  0.03
H  -1.2179  2.3670  -2.2591  0.01
N  -1.1562  0.6245  -10.0298  0.14
C  -0.8976  0.5584  -8.9115  -0.19
C  -0.5727  0.4780  -7.5107  -0.24
C  -0.3057  1.6405  -6.7904  -0.03
C  0.0058  1.5636  -5.4477  -0.02
C  0.0571  0.3280  -4.7942  -0.24
C  -0.2095  -0.8330  -5.5284  -0.03
C  -0.5208  -0.7596  -6.8715  -0.03
C  0.3736  0.2499  -3.4022  -0.15
C  0.6595  0.1670  -2.2259  -0.23
H  -0.3430  2.5984  -7.2919  0.12
H  0.2207  2.4624  -4.8853  0.11
H  -0.1689  -1.7882  -5.0235  0.08
H  -0.7265  -1.6599  -7.4349  0.12
F  3.2151  2.1077  -1.5414  0.01
C  3.2342  0.9231  -0.8626  -0.72
F  3.6953  0.0033  -1.7744  -0.01
F  4.2375  1.0432  0.0371  0.03
I  -1.9180  -2.9803  -2.5117  0.88
C  -0.9115  -3.4047  -0.7223  -0.80
C  -1.6637  -3.7099  0.4049  -0.15
C  -0.9788  -3.9295  1.5847  -0.07
C  0.4073  -3.8645  1.5836  -0.07
C  1.0478  -3.5696  0.3935  -0.19
N  0.4025  -3.3267  -0.7518  0.01
H  -2.7420  -3.7093  0.3639  0.09
H  -1.5244  -4.1293  2.4982  0.11
H  0.9822  -4.0144  2.4871  0.10
H  2.1289  -3.4995  0.3475  0.10

---

C25H20BiClN3P | the ωB97M-V functional and the def2-TZVPD basis

Relative energy (zero: lowest compared OMol25 entry of this formula, charge and spin) in kcal per mole: 30.2
Frontier orbital gap in eV: 6.41
HOMO energy in eV: -7.8
Multiplicity: 1

Last column: Löwdin charge in e.
Element x y z (Å)
C  -1.1306  -1.5069  3.3059  -0.26
C  -0.9809  -2.1668  2.0721  -0.24
C  0.4009  -2.3503  1.8194  -0.21
H  -1.7982  -2.4262  1.4109  0.08
C  1.1245  -1.8096  2.8989  -0.20
C  0.1939  -1.3311  3.8358  -0.25
H  0.4590  -0.9765  4.8218  0.08
H  -2.0579  -1.1552  3.7556  0.10
H  0.8531  -2.8036  0.9423  0.09
H  2.1965  -1.7655  3.0358  0.10
Bi  -0.1298  0.6134  1.9718  1.47
Cl  2.2614  1.4053  2.0147  -0.08
P  0.0419  0.2449  -0.7213  0.86
C  1.2976  -0.8515  -1.3408  -0.38
C  0.9630  -1.5642  -2.5042  -0.10
H  -0.0637  -1.5073  -2.8924  0.11
C  1.9647  -2.2886  -3.1361  -0.07
H  1.6988  -2.8292  -4.0438  0.11
C  3.2586  -2.2984  -2.6042  -0.07
H  4.0241  -2.8717  -3.1120  0.10
C  3.5823  -1.5859  -1.4423  -0.07
H  4.5955  -1.5916  -1.0423  0.11
C  2.6008  -0.8538  -0.7858  -0.08
H  2.8141  -0.2673  0.1179  0.04
C  -1.6068  -0.2432  -1.2273  -0.37
C  -2.0415  -1.5827  -1.0954  -0.11
H  -1.3773  -2.3457  -0.6660  0.10
C  -3.3158  -1.9130  -1.5500  -0.07
H  -3.6482  -2.9491  -1.4800  0.11
C  -4.1376  -0.9191  -2.0986  -0.07
H  -5.1256  -1.1819  -2.4635  0.10
C  -3.7154  0.4141  -2.1855  -0.07
H  -4.3445  1.1945  -2.6124  0.11
C  -2.4549  0.7694  -1.7225  -0.08
H  -2.0808  1.7990  -1.7755  0.10
C  0.3730  1.9349  -1.1778  -0.40
C  0.9008  2.0474  -2.4691  -0.08
H  1.1315  1.1276  -3.0240  0.11
C  1.0897  3.3186  -3.0068  -0.06
H  1.4871  3.3727  -4.0259  0.11
C  0.7767  4.4422  -2.2408  -0.07
H  0.9336  5.4193  -2.6747  0.10
C  0.2674  4.3323  -0.9359  -0.07
H  0.0306  5.2239  -0.3510  0.11
C  0.0552  3.0743  -0.3818  -0.12
H  -0.3348  2.9597  0.6543  0.06
N  -0.4319  1.5963  3.8906  -0.15
C  -0.3172  1.4261  5.0682  -0.32
N  -0.2471  1.4518  6.3628  0.09
C  -0.0908  0.3508  7.0472  -0.42
N  0.0548  -0.5825  7.7640  0.09